(1)
ORCA calculation (ωB97M-V with the def2-TZVPD basis set) on a molecular structure, C31H24Br2MoN4O3S in a non-equilibrium geometry.

As for the molecular weight: 788.4 g/mol. For the relative energy (zero: lowest compared OMol25 entry of this formula, charge and spin), the calculation gives 1.2722 eV. The LUMO energy (spin up / spin down) comes out at -6.820 / -6.824 eV. The value obtained for the gap between HOMO and LUMO (spin up / spin down) is 6.23 / 6.23 eV. The calculation puts the HOMO energy (spin up / spin down) at -13.053 / -13.054 eV. The net charge is +2.

Geometry as XYZ:
```
66
C31H24Br2MoN4O3S (ωB97M-V with the def2-TZVPD basis set)
Mo -0.39 -0.25 -1.14
O 0.21 0.70 -2.46
C 1.12 1.55 -2.87
C 1.19 2.02 -4.18
C 2.16 2.94 -4.54
C 3.07 3.41 -3.59
C 3.04 2.94 -2.30
C 2.08 1.98 -1.89
C 2.10 1.43 -0.59
N 1.22 0.54 -0.14
N 1.45 0.05 1.09
C 0.49 -0.76 1.46
O -0.53 -0.87 0.64
C 0.56 -1.61 2.63
C -0.62 -2.19 3.11
C -0.58 -3.04 4.20
C 0.64 -3.34 4.80
C 1.81 -2.79 4.31
C 1.78 -1.92 3.24
H 0.46 1.65 -4.90
H 2.20 3.30 -5.55
H 3.81 4.13 -3.88
H 3.74 3.30 -1.56
H 2.88 1.73 0.10
H -1.56 -1.94 2.63
H -1.49 -3.47 4.58
H 0.66 -4.00 5.66
H 2.76 -3.04 4.77
H 2.68 -1.48 2.84
Br -5.27 -4.68 -0.61
C -3.93 -3.41 -0.96
C -4.26 -2.13 -1.44
C -3.26 -1.22 -1.63
N -1.96 -1.49 -1.41
C -1.62 -2.76 -1.03
C -2.59 -3.72 -0.75
C -0.20 -3.05 -1.08
C 0.36 -4.30 -0.80
C 1.71 -4.52 -1.04
Br 2.49 -6.17 -0.60
C 2.47 -3.49 -1.62
C 1.86 -2.28 -1.84
N 0.58 -2.02 -1.52
H -5.29 -1.88 -1.63
H -3.48 -0.21 -1.96
H -2.31 -4.70 -0.39
H -0.24 -5.10 -0.39
H 3.51 -3.65 -1.87
H 2.42 -1.45 -2.26
C -3.44 3.08 0.06
S -2.25 1.83 0.64
O -1.68 1.34 -0.71
C -0.98 2.98 1.20
C -0.76 3.15 2.56
C 0.13 4.14 2.97
C 0.78 4.92 2.03
C 0.57 4.71 0.67
C -0.31 3.73 0.25
H -2.98 4.07 0.03
H -4.29 3.09 0.74
H -3.77 2.79 -0.93
H -1.28 2.55 3.28
H 0.30 4.30 4.02
H 1.44 5.70 2.36
H 1.08 5.33 -0.06
H -0.49 3.56 -0.80
```

=====

(2)
ORCA calculation (ωB97M-V with the def2-TZVPD basis set) on a molecular structure, C31H24CaClN8O5S.

As for the molecular weight: 696.2 g/mol. As for the spin multiplicity: 2. The LUMO energy (spin up / spin down) comes out at -0.347 / -0.347 eV. The value obtained for the gap between HOMO and LUMO (spin up / spin down) is 4.15 / 6.50 eV. The calculation puts the HOMO energy (spin up / spin down) at -4.495 / -6.848 eV.

Geometry as XYZ:
```
71
C31H24CaClN8O5S (ωB97M-V with the def2-TZVPD basis set)
Ca 0.82 -0.07 -0.68
N 1.41 -4.88 -0.69
C 0.98 -3.61 -0.94
N 1.01 -2.63 -0.12
C 1.52 -2.87 1.18
N 1.50 -1.93 2.09
N 1.06 -0.74 1.67
C 0.95 0.18 2.62
C 0.55 1.49 2.28
C 0.38 2.49 3.27
C -0.01 3.75 2.91
C -0.24 4.04 1.55
C -0.05 3.02 0.64
N 0.33 1.78 0.96
C 2.11 -4.16 1.48
C 2.77 -4.43 2.68
C 3.35 -5.68 2.91
C 3.28 -6.67 1.94
C 2.63 -6.42 0.74
C 2.06 -5.18 0.52
H 1.40 -5.55 -1.43
H 0.60 -3.45 -1.95
H 1.17 -0.08 3.66
H 0.56 2.24 4.31
H -0.14 4.52 3.66
H -0.55 5.02 1.22
H -0.20 3.20 -0.42
H 2.83 -3.65 3.42
H 3.85 -5.87 3.85
H 3.73 -7.64 2.12
H 2.57 -7.18 -0.03
O -3.73 -1.62 -0.18
C -2.50 -1.22 -0.54
O -1.70 -0.74 0.21
C -2.23 -1.39 -2.01
C -3.23 -1.55 -2.96
C -2.86 -1.52 -4.30
C -1.52 -1.31 -4.63
C -0.61 -1.20 -3.59
N -0.95 -1.26 -2.31
C 0.85 -0.94 -3.77
O 1.16 -0.29 -4.88
O 1.67 -1.30 -2.95
H -3.81 -1.44 0.77
H -4.26 -1.66 -2.66
H -3.60 -1.62 -5.08
H -1.20 -1.23 -5.65
H 2.08 0.00 -4.79
O -0.29 1.26 -2.38
N 0.05 2.46 -2.81
C -0.94 3.26 -3.27
C -0.69 4.52 -3.73
C 0.63 4.98 -3.72
C 1.62 4.16 -3.26
C 1.36 2.86 -2.78
S 2.56 1.81 -2.18
H -1.91 2.80 -3.22
H -1.51 5.12 -4.09
H 0.87 5.97 -4.08
H 2.65 4.49 -3.23
Cl 5.69 -3.81 -0.23
C 5.04 -2.26 0.18
C 5.59 -1.50 1.19
C 5.01 -0.27 1.48
C 3.90 0.13 0.76
N 3.36 -0.62 -0.21
C 3.93 -1.78 -0.50
H 6.45 -1.86 1.74
H 5.41 0.37 2.25
H 3.40 1.07 0.97
H 3.48 -2.36 -1.30
```

=====

(3)
ORCA calculation (ωB97M-V with the def2-TZVPD basis set) on a molecular structure, C31H24CoN3O8P.

As for the molecular weight: 656.5 g/mol. For the relative energy (zero: lowest compared OMol25 entry of this formula, charge and spin), the calculation gives 0.4265 eV. As for the spin multiplicity: 5. The LUMO energy (spin up / spin down) comes out at 2.347 / 0.667 eV. The value obtained for the gap between HOMO and LUMO (spin up / spin down) is 7.68 / 5.99 eV. The calculation puts the HOMO energy (spin up / spin down) at -5.330 / -5.324 eV. The net charge is -1.

Geometry as XYZ:
```
68
C31H24CoN3O8P (ωB97M-V with the def2-TZVPD basis set)
Co 0.83 1.47 0.62
O -0.39 -1.61 3.18
C -0.10 -0.51 2.74
O 0.15 -0.25 1.50
C -0.14 0.72 3.65
C -1.12 1.74 3.05
C -1.56 2.76 4.10
C -0.28 3.62 4.24
C 0.66 2.95 3.23
O -0.27 2.53 2.20
C 1.16 1.60 3.76
C 2.38 1.08 2.97
O 3.21 0.40 3.57
O 2.45 1.45 1.74
H -0.47 0.38 4.63
H -1.92 1.30 2.45
H -1.86 2.27 5.03
H -2.39 3.35 3.73
H 0.14 3.60 5.24
H -0.46 4.65 3.96
H 1.42 3.58 2.78
H 1.47 1.66 4.81
O -1.31 2.92 -2.00
C -1.14 1.75 -1.75
O -0.94 1.27 -0.54
C -1.28 0.71 -2.84
C -1.69 1.12 -4.10
C -1.89 0.17 -5.10
C -1.69 -1.18 -4.83
C -1.27 -1.58 -3.58
C -1.04 -0.63 -2.58
P -0.46 -1.05 -0.92
C 0.76 -2.35 -1.15
C 1.11 -3.18 -0.07
C 2.15 -4.09 -0.21
C 2.86 -4.17 -1.40
C 2.53 -3.33 -2.46
C 1.50 -2.42 -2.33
C -1.91 -1.73 -0.08
C -2.83 -0.85 0.50
C -3.96 -1.35 1.14
C -4.18 -2.71 1.21
C -3.27 -3.59 0.63
C -2.14 -3.10 -0.01
H -1.85 2.17 -4.28
H -2.21 0.49 -6.08
H -1.87 -1.91 -5.61
H -1.10 -2.63 -3.37
H 0.60 -3.08 0.88
H 2.42 -4.71 0.63
H 3.67 -4.87 -1.50
H 3.09 -3.38 -3.39
H 1.26 -1.75 -3.15
H -2.65 0.22 0.45
H -4.67 -0.66 1.58
H -5.05 -3.10 1.71
H -3.43 -4.66 0.69
H -1.43 -3.79 -0.45
N 3.50 0.78 -2.57
C 2.70 1.49 -1.73
O 1.83 0.86 -1.08
C 2.88 2.89 -1.64
C 2.05 3.56 -0.72
N 1.34 4.03 0.07
C 3.85 3.57 -2.40
N 4.65 4.12 -3.03
H 3.40 -0.22 -2.58
H 4.20 1.23 -3.14
```

=====

(4)
ORCA calculation (ωB97M-V with the def2-TZVPD basis set) on a molecular structure, C31H24HoN3O6 in a non-equilibrium geometry.

As for the molecular weight: 699.5 g/mol. As for the spin multiplicity: 5. The LUMO energy (spin up / spin down) comes out at -6.521 / -6.512 eV. The value obtained for the gap between HOMO and LUMO (spin up / spin down) is 6.33 / 6.34 eV. The calculation puts the HOMO energy (spin up / spin down) at -12.853 / -12.854 eV. The net charge is +2.

Geometry as XYZ:
```
65
C31H24HoN3O6 (ωB97M-V with the def2-TZVPD basis set)
Ho 0.00 1.06 -0.36
C -4.42 2.79 -0.60
O -3.51 3.91 -0.29
C -2.29 3.44 -0.44
N -2.12 2.23 -0.80
C -3.46 1.61 -0.89
C -3.56 0.45 0.06
C -2.80 0.41 1.22
C -2.88 -0.67 2.10
C -3.75 -1.71 1.82
C -4.52 -1.68 0.66
C -4.42 -0.61 -0.22
C -1.14 4.34 -0.20
C -1.20 5.71 0.00
C 0.01 6.39 0.12
C 1.21 5.71 0.01
C 1.15 4.34 -0.20
N 0.00 3.67 -0.28
C 2.30 3.44 -0.43
N 2.13 2.22 -0.80
C 3.47 1.60 -0.87
C 4.42 2.78 -0.57
O 3.51 3.90 -0.27
C 3.55 0.44 0.09
C 4.39 -0.63 -0.18
C 4.48 -1.69 0.70
C 3.71 -1.70 1.87
C 2.87 -0.64 2.14
C 2.79 0.43 1.25
H -5.01 3.10 -1.45
H -5.04 2.64 0.28
H -3.61 1.25 -1.91
H -2.15 1.24 1.49
H -2.27 -0.69 2.99
H -3.83 -2.54 2.50
H -5.19 -2.50 0.44
H -5.01 -0.61 -1.13
H -2.15 6.21 0.06
H 0.01 7.46 0.29
H 2.16 6.21 0.07
H 3.62 1.24 -1.89
H 5.02 3.09 -1.43
H 5.04 2.63 0.30
H 4.97 -0.65 -1.10
H 5.13 -2.52 0.48
H 3.79 -2.53 2.56
H 2.26 -0.64 3.04
H 2.16 1.27 1.52
O 0.00 -0.76 -1.45
C 0.00 -1.46 -0.33
O 0.00 -0.76 0.76
C 0.01 -2.89 -0.35
C 0.01 -3.58 0.86
C 0.01 -4.97 0.89
C 0.02 -5.60 -0.34
O 0.02 -6.92 -0.56
C 0.02 -7.11 -2.00
O 0.02 -5.80 -2.58
C 0.02 -4.91 -1.55
C 0.01 -3.55 -1.60
H 0.00 -3.03 1.79
H 0.01 -5.54 1.81
H -0.88 -7.64 -2.28
H 0.93 -7.63 -2.28
H 0.01 -3.01 -2.53
```